No. 1
# C6H10O2

C6H10O2 in the gas phase at a distorted geometry (ωB97M-V/def2-TZVPD, the OMol25 dataset).

Its relative energy (zero: lowest compared OMol25 entry of this formula, charge and spin) is 100.9 kcal per mole. As for the frontier orbital gap (spin up / spin down): 8.390 / 8.391 eV.

Each line ends with the natural charge from an NBO analysis.
Atoms and positions in Å:
C1 -0.335 1.192 -2.557  -0.261
C2 0.286 1.968 0.746  -0.816
C3 -0.147 -2.716 1.592  -0.705
C4 0.241 0.744 0.130  0.403
C5 -0.076 -1.199 1.601  0.551
C6 0.233 -0.584 0.306  -0.496
O1 0.617 1.222 -1.470  -0.634
O2 -0.243 -0.560 2.626  -0.555
H1 0.492 -1.232 -0.522  0.222
H2 -1.216 1.789 -2.314  0.188
H3 -0.622 0.155 -2.713  0.204
H4 0.156 1.585 -3.446  0.201
H5 0.804 2.066 1.689  0.257
H6 0.800 2.169 -0.945  0.528
H7 -0.511 2.676 0.528  0.228
H8 0.824 -3.134 1.315  0.227
H9 -0.428 -3.077 2.579  0.235
H10 -0.874 -3.063 0.855  0.222



No. 2
# C6H10O2

C6H10O2 in the gas phase at a distorted geometry (ωB97M-V/def2-TZVPD, the OMol25 dataset).

Its relative energy (zero: lowest compared OMol25 entry of this formula, charge and spin) is 35.8 kcal per mole. As for the SMILES: C=C(C)[C@H](C)C(=O)O. As for the frontier orbital gap: 10.274 eV.

Each line ends with the natural charge from an NBO analysis.
Atoms and positions in Å:
C1 -1.570 0.013 -0.786  -0.417
C2 -0.538 -0.400 -0.074  0.041
C3 -0.479 -1.979 -0.135  -0.638
C4 0.647 0.290 0.569  -0.359
C5 0.581 1.878 0.576  -0.611
C6 1.927 -0.288 -0.007  0.797
O1 2.661 -1.153 0.424  -0.568
O2 2.213 0.517 -1.089  -0.697
H1 -2.421 -0.519 -1.217  0.214
H2 -1.631 1.139 -0.907  0.176
H3 -0.521 -2.318 0.854  0.204
H4 0.525 -2.115 -0.532  0.214
H5 -1.343 -2.470 -0.555  0.220
H6 0.431 -0.118 1.675  0.239
H7 -0.505 2.076 0.822  0.223
H8 0.902 2.186 -0.424  0.242
H9 1.242 2.038 1.480  0.225
H10 3.012 0.181 -1.483  0.495



No. 3
# C6H10O2

2 unconnected molecules or ions with the total composition C6H10O2 at a distorted geometry (ωB97M-V/def2-TZVPD, the OMol25 dataset).

Its relative energy (zero: lowest compared OMol25 entry of this formula, charge and spin) is 78.3 kcal per mole. As for the SMILES: CC(C)C=O.C#CO. As for the frontier orbital gap: 10.064 eV.

Each line ends with the natural charge from an NBO analysis.
Atoms and positions in Å:
C1 1.052 -1.517 1.424  -0.609
C2 -0.024 -1.130 0.413  -0.314
C3 -1.288 -0.625 1.104  -0.603
C4 0.543 -0.033 -0.571  0.474
O1 1.644 0.459 -0.433  -0.578
H1 0.700 -2.296 2.098  0.209
H2 1.317 -0.652 2.029  0.215
H3 1.957 -1.861 0.928  0.217
H4 -0.273 -2.008 -0.195  0.211
H5 -1.642 -1.370 1.815  0.212
H6 -1.072 0.293 1.647  0.213
H7 -2.103 -0.488 0.396  0.215
H8 0.029 -0.221 -1.532  0.135
C5 -1.299 2.188 -1.766  -0.415
C6 -0.090 2.295 -1.768  0.314
O2 1.140 2.589 -2.102  -0.658
H9 -2.324 2.334 -1.937  0.240
H10 1.733 2.044 -1.550  0.522



No. 4
# C6H10O3

A molecular structure, C6H10O3 (ωB97M-V/def2-TZVPD, the OMol25 dataset).

Its relative energy (zero: lowest compared OMol25 entry of this formula, charge and spin) is 89.9 kcal per mole. As for the frontier orbital gap: 9.578 eV.

Each line ends with the natural charge from an NBO analysis.
Atoms and positions in Å:
C1 -0.196 -0.761 -0.039  0.615
C2 0.287 -1.421 1.219  -0.706
C3 -1.612 -1.003 -0.472  -0.710
C4 -0.452 1.272 0.488  -0.782
C5 0.560 0.939 -1.116  0.615
C6 2.021 1.211 -0.718  0.388
O1 0.708 -0.675 -1.010  -0.629
O2 0.002 1.392 -2.076  -0.593
O3 2.408 1.668 0.317  -0.495
H1 2.690 0.944 -1.555  0.150
H2 0.508 -2.463 0.963  0.248
H3 -0.460 -1.410 2.012  0.224
H4 1.211 -0.961 1.565  0.245
H5 -1.862 -0.383 -1.331  0.254
H6 -2.323 -0.843 0.338  0.224
H7 -1.670 -2.051 -0.787  0.244
H8 0.174 2.147 0.669  0.258
H9 -0.592 0.837 1.477  0.227
H10 -1.404 1.561 0.055  0.223